A cluster of 2 separate species, C3H9N3 in total, computed with ωB97M-V/def2-TZVPD.

Cartesian coordinates (Å):
1 C -1.502 -2.372 -0.286
2 C 0.791 -1.949 0.398
3 N -0.415 -2.476 0.620
4 H -1.188 -1.790 -1.095
5 H -2.328 -1.761 -0.003
6 H -1.986 -3.292 -0.625
7 H 1.664 -1.796 1.175
8 H 0.980 -1.835 -0.674
9 N 0.258 2.096 0.820
10 C 0.603 2.473 -0.535
11 N 1.602 3.188 -0.779
12 H -0.473 1.351 0.906
13 H -0.106 2.832 1.383
14 H -0.259 2.283 -1.226
15 H 2.359 3.047 -0.078

HOMO-LUMO gap (spin up / spin down) in eV: 3.7 / 7.3
2S+1: 2
Charge: -1
Maximum force in Eh/bohr: 0.0640
HOMO energy (spin up / spin down) in Eh: 0.02646 / -0.11966

---

A cluster of 2 separate species, C3H9N3 in total, computed with ωB97M-V/def2-TZVPD.

Cartesian coordinates (Å):
1 C -1.114 0.735 1.050
2 C 0.430 1.650 2.501
3 N -0.396 0.623 2.257
4 H -0.650 0.305 0.204
5 H -1.473 1.733 0.861
6 H -2.123 0.185 1.199
7 H 1.013 1.673 3.363
8 H 0.170 2.652 1.931
9 N 1.372 -0.879 -2.426
10 C 0.244 -1.389 -1.894
11 N 0.094 -2.465 -1.184
12 H 1.208 -0.360 -3.260
13 H 2.125 -1.486 -2.337
14 H -0.775 -0.708 -2.057
15 H -0.123 -2.268 -0.207

HOMO-LUMO gap (spin up / spin down) in eV: 2.8 / 6.6
2S+1: 2
Charge: -1
Maximum force in Eh/bohr: 0.0866
HOMO energy (spin up / spin down) in Eh: 0.03049 / -0.11408

---

The molecule C3H9N3, computed with ωB97M-V/def2-TZVPD.

Cartesian coordinates (Å):
1 C 0.127 1.520 1.280
2 C 1.075 -1.092 -1.996
3 C -1.236 -0.597 0.758
4 N 0.586 0.893 0.160
5 N -0.166 -1.096 -1.240
6 N -0.131 -0.280 -0.180
7 H 0.974 2.186 1.755
8 H -0.576 2.277 1.163
9 H -0.190 0.941 2.221
10 H 1.994 -1.074 -1.459
11 H 1.162 -1.813 -2.830
12 H 1.022 -0.050 -2.496
13 H -0.887 -0.814 1.735
14 H -2.007 0.311 0.983
15 H -1.747 -1.312 0.145

HOMO-LUMO gap (spin up / spin down) in eV: 8.7 / 8.6
Maximum force in Eh/bohr: 0.1340
HOMO energy (spin up / spin down) in Eh: -0.29774 / -0.29669

---

A structure of composition C3H9N3, computed with ωB97M-V/def2-TZVPD.

Cartesian coordinates (Å):
1 C -0.780 0.363 0.195
2 N -1.161 1.269 1.162
3 N -1.939 -0.344 -0.271
4 N 2.237 -0.784 0.103
5 C 0.354 0.655 -0.582
6 C 1.112 -0.567 -0.771
7 H 0.128 -1.155 -0.060
8 H -0.411 1.748 1.637
9 H -2.580 0.328 -0.689
10 H -1.935 0.971 1.741
11 H -1.701 -1.031 -0.976
12 H 2.548 -1.752 0.083
13 H 1.999 -0.546 1.063
14 H 0.707 1.650 -0.837
15 H 1.419 -0.806 -1.797

HOMO-LUMO gap in eV: 8.0
Maximum force in Eh/bohr: 0.0704
HOMO energy in Eh: -0.26452

---

A cluster of 2 separate species, C3H9N3 in total, computed with ωB97M-V/def2-TZVPD.

Cartesian coordinates (Å):
1 C -1.583 1.112 -0.344
2 C -1.991 -0.187 -0.251
3 N -1.489 -1.311 0.421
4 H -1.814 1.595 -1.257
5 H -1.302 1.709 0.652
6 H -2.811 -0.444 -0.923
7 H -0.659 -1.183 1.070
8 H -1.026 -1.863 -0.302
9 N 1.290 0.018 1.100
10 C 2.166 0.271 0.031
11 N 2.825 -0.526 -0.828
12 H 1.637 -0.573 1.825
13 H 0.368 0.303 0.886
14 H 2.005 1.349 -0.372
15 H 2.382 -0.272 -1.707

SMILES: [H]/N=C/N.C=CN
HOMO-LUMO gap in eV: 9.4
Maximum force in Eh/bohr: 0.0916
HOMO energy in Eh: -0.32330

---

A cluster of 2 separate species, C3H9N3 in total, computed with ωB97M-V/def2-TZVPD.

Cartesian coordinates (Å):
1 C -1.878 1.179 0.523
2 C -1.839 -0.160 0.257
3 C -1.480 -0.782 -1.035
4 N 2.083 0.627 -0.862
5 N 2.292 -0.431 -0.358
6 N 2.553 -0.577 0.929
7 H -1.961 1.737 1.460
8 H -1.648 1.892 -0.257
9 H -2.129 -0.826 1.079
10 H -1.144 -0.198 -1.987
11 H -2.453 -1.365 -1.267
12 H -0.751 -1.564 -0.766
13 H 2.212 1.543 -0.183
14 H 2.947 0.247 1.337
15 H 3.197 -1.320 1.131

HOMO-LUMO gap (spin up / spin down) in eV: 7.0 / 7.1
2S+1: 3
Maximum force in Eh/bohr: 0.1261
HOMO energy (spin up / spin down) in Eh: -0.21449 / -0.33357

---

The molecule C3H9N3O, computed with ωB97M-V/def2-TZVPD.

Cartesian coordinates (Å):
1 C 0.193 -0.530 0.742
2 N 1.154 -0.122 -0.257
3 C 1.357 1.159 -0.737
4 N 0.815 2.104 0.134
5 O 1.872 1.469 -1.776
6 C -1.286 -0.558 0.223
7 N -1.585 -1.940 -0.178
8 H 0.446 -1.555 1.009
9 H 0.233 0.058 1.655
10 H 1.681 -0.858 -0.671
11 H 0.815 3.086 -0.084
12 H 0.835 1.950 1.141
13 H -1.420 0.158 -0.591
14 H -1.903 -0.257 1.071
15 H -2.355 -1.928 -0.845
16 H -0.851 -2.236 -0.836

SMILES: NCCNC(N)=O
HOMO-LUMO gap in eV: 10.5
Maximum force in Eh/bohr: 0.0371
HOMO energy in Eh: -0.35414

---

A structure of composition C3H9N3O, computed with ωB97M-V/def2-TZVPD.

Cartesian coordinates (Å):
1 C -0.204 -1.697 1.086
2 C -1.079 0.192 -0.111
3 N -1.007 -1.240 0.042
4 C 0.194 1.001 -0.422
5 N -0.061 2.274 -0.844
6 O 1.050 -2.108 0.175
7 N 1.366 0.496 -0.288
8 H 1.491 -1.213 0.053
9 H 0.098 -1.828 -0.575
10 H 0.682 2.945 -0.946
11 H -1.002 2.629 -0.846
12 H 2.120 1.131 -0.539
13 H 0.135 -0.990 1.850
14 H -0.494 -2.666 1.490
15 H -1.791 0.405 -0.916
16 H -1.498 0.667 0.792

HOMO-LUMO gap in eV: 8.8
Maximum force in Eh/bohr: 0.0215
HOMO energy in Eh: -0.29787

---

- What is the maximum force in the third record?
  0.1340 Eh/bohr